# 1
Here is a 2-piece molecular cluster, C3H6N2O2 overall from OMol25. Energies are from the ωB97M-V functional and the def2-TZVPD basis.

Output
Charge = 0
SMILES = N=C=NC=O.CO
Relative energy (zero: lowest compared OMol25 entry of this formula, charge and spin) = 293.1 kJ/mol
Total energy = -10281.7597 eV
HOMO level = -10.380 eV

Element x y z (Å)
C -0.567 -1.934 -0.615
O -0.018 -0.831 -1.307
C -0.313 0.842 0.259
N -1.511 0.918 0.381
N 0.927 0.817 0.399
C 1.521 1.933 1.001
O 2.703 2.043 1.165
H -0.370 -2.849 -1.177
H -1.651 -1.788 -0.540
H -0.170 -2.042 0.403
H -2.193 0.834 -0.354
H 0.862 -0.629 -0.949
H 0.782 2.685 1.334


# 2
Here is a 2-piece molecular cluster, C2H4N4 overall in a non-equilibrium geometry from OMol25. Energies are from the ωB97M-V functional and the def2-TZVPD basis.

Output
Charge = 0
Relative energy (zero: lowest compared OMol25 entry of this formula, charge and spin) = 304.1 kJ/mol
Total energy = -8096.1620 eV
HOMO level = -9.499 eV

Element x y z (Å)
C 0.206 1.626 -0.129
N -0.355 0.645 0.798
N 1.385 -1.334 0.546
C 0.704 -2.260 0.426
N -1.691 -1.153 0.101
N -1.087 -0.222 0.357
H -0.307 2.574 0.052
H 0.107 1.333 -1.180
H 1.266 1.754 0.103
H 0.114 -3.145 0.330


# 3
Here is C4H4N2O2 as an isolated structure in a non-equilibrium geometry from OMol25. Energies are from the ωB97M-V functional and the def2-TZVPD basis.

Output
Charge = 0
Relative energy (zero: lowest compared OMol25 entry of this formula, charge and spin) = 802.3 kJ/mol
Total energy = -11280.2240 eV
HOMO level = -9.191 eV

Element x y z (Å)
C -1.213 -0.631 -0.172
C 0.776 0.637 -0.456
C 1.896 -0.220 0.242
C 0.137 -0.561 -0.649
H -2.972 -0.634 0.327
H -0.555 2.543 -0.064
H 2.633 -0.393 -0.514
H 2.167 -0.269 1.250
N -2.311 -1.336 0.187
N -0.147 1.562 0.240
O -1.487 0.789 -0.280
O 1.078 -1.488 -0.110


# 4
Here is a 6-piece molecular cluster, C58H58Cl2N2O15 overall in a non-equilibrium geometry from OMol25. Energies are from the ωB97M-V functional and the def2-TZVPD basis.

Output
Charge = 0
SMILES = CC(=O)OCCCCCCCCc1c(CCCCN(C)C(C)=O)cc(/C(Cl)=C(\C)Cl)c2c1C(=O)NC2=O.O=C1C=CC(=O)C=C1.O=C1C=CC(=O)C=C1.O=C1C=CC(=O)C=C1.O=C1C=CC(=O)C=C1.O=C1C=CC(=O)C=C1
Total energy = -119818.6331 eV
HOMO level = -9.251 eV

Element x y z (Å)
C 6.345 -0.004 0.556
C 5.463 1.165 0.171
O 4.871 1.771 1.044
O 5.376 1.457 -1.138
C 4.978 2.817 -1.393
C 3.450 2.852 -1.565
C 2.974 4.100 -2.346
C 1.596 4.583 -1.817
C 0.624 5.010 -2.908
C -0.757 5.379 -2.308
C -1.956 4.861 -3.097
C -2.341 3.364 -2.896
C -1.900 2.713 -1.600
C -2.545 2.842 -0.377
C -3.825 3.661 -0.260
C -4.963 2.766 0.313
C -6.029 2.316 -0.692
C -5.490 1.612 -1.952
N -4.437 0.625 -1.661
C -5.046 -0.670 -1.222
C -3.684 0.293 -2.830
C -4.189 0.584 -4.240
O -2.618 -0.285 -2.704
C -2.046 2.211 0.736
C -0.914 1.430 0.708
C -0.359 0.745 1.899
Cl 1.024 1.484 2.719
C -0.819 -0.412 2.365
C -1.976 -1.132 1.711
Cl -0.076 -1.134 3.771
C -0.284 1.285 -0.501
C -0.782 1.914 -1.628
C 0.113 1.521 -2.778
O 0.170 1.920 -3.914
N 0.968 0.452 -2.320
C 0.946 0.499 -0.889
O 1.787 0.028 -0.166
H 6.541 -0.666 -0.290
H 7.289 0.338 0.973
H 5.831 -0.589 1.318
H 5.308 3.506 -0.616
H 5.395 3.101 -2.362
H 2.981 2.783 -0.581
H 3.216 1.984 -2.186
H 3.713 4.905 -2.248
H 2.898 3.836 -3.406
H 1.811 5.468 -1.221
H 1.198 3.797 -1.169
H 1.056 5.902 -3.379
H 0.495 4.283 -3.716
H -0.799 5.153 -1.238
H -0.813 6.474 -2.374
H -1.770 4.982 -4.170
H -2.815 5.500 -2.865
H -3.436 3.336 -2.901
H -2.010 2.745 -3.728
H -4.091 4.092 -1.223
H -3.625 4.456 0.462
H -5.487 3.372 1.064
H -4.601 1.887 0.849
H -6.660 3.146 -1.029
H -6.717 1.611 -0.209
H -5.199 2.368 -2.683
H -6.343 1.075 -2.403
H -6.111 -0.575 -1.022
H -4.501 -1.111 -0.384
H -4.959 -1.384 -2.042
H -5.274 0.460 -4.315
H -3.903 1.578 -4.586
H -3.730 -0.152 -4.899
H -2.543 2.291 1.699
H -2.684 -0.378 1.369
H -2.444 -1.768 2.466
H -1.643 -1.780 0.897
H 0.514 -0.394 -2.663
C 10.207 -1.365 4.471
C 9.357 -1.494 3.455
C 9.788 -1.258 2.056
O 9.013 -1.374 1.131
C 11.203 -0.872 1.831
C 12.053 -0.743 2.846
C 11.622 -0.979 4.247
O 12.396 -0.863 5.171
H 9.911 -1.532 5.498
H 8.321 -1.775 3.599
H 11.498 -0.705 0.803
H 13.089 -0.462 2.703
C -5.653 -4.319 -2.889
C -5.452 -5.502 -3.463
C -6.351 -5.998 -4.535
O -6.169 -7.077 -5.057
C -7.479 -5.126 -4.942
C -7.680 -3.943 -4.368
C -6.782 -3.447 -3.296
O -6.964 -2.367 -2.773
H -5.009 -3.940 -2.105
H -4.634 -6.152 -3.181
H -8.122 -5.506 -5.726
H -8.498 -3.293 -4.650
C 1.898 -0.886 6.384
C 2.171 0.415 6.433
C 2.896 1.007 7.583
O 3.141 2.192 7.630
C 3.308 0.090 8.676
C 3.035 -1.211 8.626
C 2.308 -1.802 7.475
O 2.060 -2.988 7.429
H 1.367 -1.326 5.549
H 1.877 1.096 5.644
H 3.837 0.540 9.507
H 3.326 -1.895 9.414
C -6.688 -9.822 -2.432
C -6.206 -10.002 -3.659
C -5.449 -11.229 -4.015
O -5.007 -11.395 -5.131
C -5.254 -12.245 -2.951
C -5.737 -12.063 -1.725
C -6.493 -10.837 -1.369
O -6.935 -10.672 -0.252
H -7.242 -8.934 -2.152
H -6.340 -9.270 -4.446
H -4.701 -13.133 -3.230
H -5.605 -12.792 -0.935
C 5.084 5.668 3.981
C 4.467 6.116 2.892
C 3.587 5.233 2.087
O 3.028 5.646 1.093
C 3.420 3.833 2.543
C 4.037 3.385 3.633
C 4.917 4.265 4.438
O 5.481 3.859 5.431
H 5.731 6.295 4.581
H 4.575 7.135 2.542
H 2.776 3.198 1.943
H 3.930 2.365 3.980


# 5
Here is one molecule with the formula C5H12N2Si in a non-equilibrium geometry from OMol25. Energies are from the ωB97M-V functional and the def2-TZVPD basis.

Output
Charge = 0
SMILES = CN1C=CN(C)[SiH]1C
Relative energy (zero: lowest compared OMol25 entry of this formula, charge and spin) = 60.9 kJ/mol
Total energy = -16236.4616 eV
HOMO level = -6.311 eV

Element x y z (Å)
C 1.142 -1.655 -0.119
C -0.173 -1.905 -0.161
C 2.848 0.086 0.118
C -2.471 -1.124 0.187
C -0.663 2.150 -0.419
N 1.565 -0.475 0.416
N -1.058 -0.844 0.142
Si -0.355 0.625 0.670
H 1.873 -2.380 -0.457
H -0.605 -2.833 -0.487
H 3.238 -0.235 -0.855
H 2.777 1.174 0.116
H 3.583 -0.195 0.884
H -2.718 -1.921 -0.517
H -2.794 -1.439 1.188
H -3.028 -0.225 -0.078
H -1.301 1.935 -1.272
H -1.108 2.963 0.151
H 0.288 2.507 -0.805
H -0.285 0.928 2.101


# 6
Here is an isolated ion of composition C6H10N and charge +1 in a non-equilibrium geometry from OMol25. Energies are from the ωB97M-V functional and the def2-TZVPD basis.

Output
Charge = +1
SMILES = C/C=C1C(C)=C/1[NH3+]
Relative energy (zero: lowest compared OMol25 entry of this formula, charge and spin) = 306.0 kJ/mol
Total energy = -7863.1769 eV
HOMO level = -12.039 eV

Element x y z (Å)
C 1.029 -0.592 -0.785
C -0.402 -0.404 -0.270
C -1.723 -0.387 -0.196
C 0.823 0.273 0.174
C -2.520 0.444 0.708
C 1.825 -1.257 -1.749
N 1.307 1.315 1.109
H -2.253 -0.992 -0.911
H -1.857 0.939 1.471
H -3.151 -0.186 1.394
H -3.281 0.901 0.180
H 1.991 -2.296 -1.424
H 2.770 -0.777 -1.934
H 1.095 -1.260 -2.710
H 2.299 1.286 1.008
H 0.980 1.027 2.012
H 0.893 2.229 0.942